This record from the Open Molecules 2025 dataset describes C12H23N2Re as an isolated structure. The level of theory is the ωB97M-V functional and the def2-TZVPD basis.

Output
2S+1: 4
energy: -657.6142 Eh
frontier orbital gap (spin up / spin down): 8.258 / 6.312 eV
total charge: +3
M: 381.5 g mol⁻¹

Element x y z (Å)
Re 0.33279 0.06639 -0.39713
C -0.19606 -0.50299 1.71582
C -0.37652 0.87451 1.42876
C -1.27843 0.99349 0.27347
C -1.60018 -0.37301 -0.14403
C -0.87277 -1.27859 0.70853
C -1.13715 -2.77176 0.81405
C -2.79277 -0.76825 -1.01181
C -2.10433 2.22109 -0.07429
C -0.15086 2.00913 2.44173
C 0.45270 -0.99709 2.99699
H -2.06385 -3.11657 1.29016
H -0.32105 -3.26958 1.33611
H -1.11982 -3.19983 -0.21796
H -3.67746 -1.12177 -0.51390
H -2.42028 -1.58341 -1.66913
H -3.05331 0.10165 -1.61253
H -3.10776 2.29036 0.34760
H -2.21326 2.26078 -1.17848
H -1.57354 3.11772 0.24925
H -0.69344 1.93139 3.39559
H -0.41157 2.98353 2.04036
H 0.92812 2.05485 2.74458
H -0.08579 -0.81628 3.93657
H 1.42334 -0.43969 3.10878
H 0.73299 -2.04370 2.94690
N 0.79906 0.06221 -2.53506
C 2.19215 -0.29277 -2.84977
C 3.07565 0.50393 -1.91570
N 2.63849 0.14039 -0.57206
H 0.16366 -0.44810 -3.15090
H 0.58202 1.03165 -2.79941
H 2.43650 -0.08931 -3.92188
H 2.30692 -1.38638 -2.69106
H 2.95112 1.58324 -2.12126
H 4.13525 0.29720 -2.14125
H 3.09406 0.77431 0.11804
H 3.00535 -0.79873 -0.37570